No. 1
# C4H13NO2

2 unconnected molecules or ions with the total composition C4H13NO2 (ωB97M-V/def2-TZVPD, the Open Molecules 2025 dataset).

Each line ends with the Mulliken charge.
Cartesian coordinates (Å):
C1 0.41 1.02 -1.88  -0.935
N1 0.46 0.99 -0.38  -0.301
C2 -0.82 0.77 0.43  0.124
C3 -2.10 1.64 0.03  -1.328
C4 -1.10 -0.70 0.48  -0.456
O1 0.01 -1.38 1.14  -0.646
H1 0.14 2.06 -2.27  0.300
H2 1.45 1.00 -2.28  0.300
H3 -0.18 0.27 -2.37  0.319
H4 0.91 1.85 -0.13  0.241
H5 -0.44 1.15 1.38  0.398
H6 -2.51 2.05 0.96  0.341
H7 -1.78 2.45 -0.62  0.358
H8 -2.85 1.08 -0.57  0.319
H9 -1.05 -1.31 -0.48  0.243
H10 -2.03 -0.93 0.98  0.352
H11 -0.02 -2.33 0.97  0.313
O2 2.76 -1.98 0.24  -0.635
H12 1.80 -1.97 0.17  0.393
H13 2.88 -1.64 1.13  0.299

Charge: 0
Energy: -365.38034 hartree
Molar mass: 107.15 g/mol
Multiplicity: 1
Relative energy (zero: lowest compared OMol25 entry of this formula, charge and spin): 163.2 kJ/mol
HOMO energy: -8.645 eV
Gap between HOMO and LUMO: 9.485 eV

No. 2
# C4H13NO2

3 unconnected molecules or ions with the total composition C4H13NO2 (ωB97M-V/def2-TZVPD, the Open Molecules 2025 dataset).

Each line ends with the Mulliken charge.
Cartesian coordinates (Å):
C1 -3.07 0.64 -1.13  -0.460
C2 -2.15 -0.56 -1.34  -0.500
C3 -0.79 0.08 -1.68  -0.495
N1 -0.78 1.44 -1.15  -0.438
C4 -2.16 1.82 -0.82  -0.526
H1 -3.78 0.51 -0.31  0.292
H2 -3.73 0.79 -1.99  0.252
H3 -2.40 -1.21 -2.17  0.309
H4 -2.10 -1.20 -0.46  0.250
H5 0.08 -0.50 -1.37  0.313
H6 -0.69 0.09 -2.78  0.226
H7 -0.18 1.52 -0.34  0.286
H8 -2.39 2.72 -1.42  0.235
H9 -2.31 2.17 0.20  0.257
O1 2.23 1.05 5.64  -0.640
H10 2.68 1.36 6.43  0.321
H11 1.91 1.84 5.20  0.319
O2 4.85 -3.94 -0.86  -0.641
H12 5.64 -3.91 -0.33  0.321
H13 4.67 -3.19 -1.42  0.321

Charge: 0
Energy: -365.40781 hartree
Molar mass: 107.15 g/mol
Multiplicity: 1
Relative energy (zero: lowest compared OMol25 entry of this formula, charge and spin): 91.1 kJ/mol
HOMO energy: -8.592 eV
Gap between HOMO and LUMO: 9.455 eV

No. 3
# C4H13NO2S

2 unconnected molecules or ions with the total composition C4H13NO2S (ωB97M-V/def2-TZVPD, the Open Molecules 2025 dataset).

Each line ends with the Mulliken charge.
Cartesian coordinates (Å):
N1 -0.68 -0.81 0.65  -0.577
C1 0.17 0.37 0.47  0.572
C2 0.93 0.82 1.74  -0.766
O1 0.28 0.38 2.97  -0.558
C3 1.24 0.20 -0.62  -0.968
C4 0.92 -0.75 -1.76  -0.697
S1 -0.08 -0.15 -3.14  -0.244
H1 -0.14 -1.66 0.63  0.201
H2 -1.16 -0.62 1.53  0.260
H3 -0.52 1.20 0.24  0.179
H4 1.15 1.89 1.70  0.380
H5 1.90 0.34 1.91  0.324
H6 -0.27 1.11 3.28  0.307
H7 1.38 1.16 -1.12  0.372
H8 2.23 0.01 -0.22  0.457
H9 0.46 -1.67 -1.41  0.330
H10 1.85 -0.98 -2.27  0.317
H11 -1.23 0.13 -2.51  0.141
O2 -2.89 -0.10 -1.01  -0.658
H12 -2.60 0.19 -0.14  0.307
H13 -2.94 -1.06 -0.93  0.319

Charge: 0
Energy: -763.59430 hartree
Molar mass: 139.22 g/mol
Multiplicity: 1
Relative energy (zero: lowest compared OMol25 entry of this formula, charge and spin): 73.4 kJ/mol
HOMO energy: -8.719 eV
Gap between HOMO and LUMO: 9.225 eV

No. 4
# C4H13NO2Sb

A molecular structure, C4H13NO2Sb (ωB97M-V/def2-TZVPD, the Open Molecules 2025 dataset).

Each line ends with the Mulliken charge.
Cartesian coordinates (Å):
N1 3.12 0.11 -0.82  -0.570
C1 2.20 0.24 0.39  -0.738
Sb1 0.36 1.35 -0.14  0.433
C2 -0.89 -0.09 1.01  -1.031
C3 -2.37 -0.07 0.33  -0.321
O1 -2.96 -1.40 0.07  -0.324
C4 -2.10 -2.24 -0.78  0.188
O2 -1.89 -2.08 -2.10  -0.481
H1 3.04 -0.91 -1.12  0.214
H2 4.12 0.26 -0.52  0.211
H3 2.74 0.79 1.29  0.261
H4 1.87 -0.85 0.73  0.199
H5 0.56 2.36 1.31  -0.088
H6 1.40 2.51 -0.99  -0.148
H7 0.19 0.43 -1.62  -0.076
H8 -1.04 2.35 -0.54  -0.149
H9 -0.99 0.38 2.11  0.303
H10 -0.41 -1.15 1.15  0.341
H11 -2.39 0.64 -0.63  0.284
H12 -3.10 0.46 1.11  0.202
H13 -1.49 -3.10 -0.23  0.290

Charge: -1
Energy: -605.42242 hartree
Molar mass: 228.91 g/mol
Multiplicity: 1
HOMO energy: -3.438 eV
Gap between HOMO and LUMO: 6.873 eV

No. 5
# C4H13NO3

4 unconnected molecules or ions with the total composition C4H13NO3 (ωB97M-V/def2-TZVPD, the Open Molecules 2025 dataset).

Each line ends with the Mulliken charge.
Cartesian coordinates (Å):
C1 0.58 -2.85 0.36  -0.757
O1 0.35 -0.55 -2.18  -0.705
C2 -0.26 -1.95 0.92  -0.293
C3 -0.05 -0.50 0.80  -0.281
C4 -1.22 0.11 -0.01  -0.508
O2 -1.50 1.44 0.20  -0.414
N1 0.93 1.91 -1.09  -0.366
H1 0.61 -3.92 0.53  0.302
H2 1.15 -2.40 -0.46  0.212
H3 0.61 -0.88 -3.04  0.194
H4 -1.14 -2.36 1.40  0.383
H5 0.82 -0.42 0.17  0.267
H6 0.09 0.11 1.72  0.580
H7 -2.08 -0.56 -0.03  0.462
H8 -0.91 0.08 -1.07  0.325
H9 0.74 2.26 -0.16  0.254
H10 0.78 0.97 -1.52  0.301
H11 1.03 2.69 -1.73  0.217
H12 0.19 2.98 2.33  0.175
H13 -0.86 1.72 0.96  0.485
O3 0.15 2.12 1.89  -0.832

Charge: 0
Energy: -440.34299 hartree
Molar mass: 123.15 g/mol
Multiplicity: 1
Relative energy (zero: lowest compared OMol25 entry of this formula, charge and spin): 977.2 kJ/mol
HOMO energy: -9.522 eV
Gap between HOMO and LUMO: 4.750 eV

No. 6
# C4H13NO3

2 unconnected molecules or ions with the total composition C4H13NO3 (ωB97M-V/def2-TZVPD, the Open Molecules 2025 dataset).

Each line ends with the Mulliken charge.
Cartesian coordinates (Å):
C1 -0.70 1.23 -2.10  -1.413
C2 0.25 1.07 -0.91  0.057
O1 1.50 0.61 -1.46  -0.554
C3 -0.10 -0.10 0.10  0.366
N1 0.30 -1.40 -0.55  -0.641
C4 0.59 0.33 1.50  -0.846
O2 0.72 -0.68 2.50  -0.607
H1 -0.46 2.06 -2.76  0.385
H2 -1.80 1.20 -1.90  0.329
H3 -0.64 0.40 -2.85  0.319
H4 0.35 2.08 -0.41  0.408
H5 2.03 1.45 -1.63  0.332
H6 -1.23 -0.19 0.26  0.366
H7 1.30 -1.45 -0.65  0.265
H8 -0.17 -1.62 -1.43  0.255
H9 1.61 0.72 1.40  0.376
H10 -0.07 1.09 2.02  0.268
H11 1.03 -1.54 2.14  0.339
O3 -1.86 -1.59 2.13  -0.671
H12 -1.12 -1.19 2.65  0.363
H13 -1.52 -2.49 1.95  0.302

Charge: 0
Energy: -440.63238 hartree
Molar mass: 123.15 g/mol
Multiplicity: 1
Relative energy (zero: lowest compared OMol25 entry of this formula, charge and spin): 217.4 kJ/mol
HOMO energy: -9.193 eV
Gap between HOMO and LUMO: 9.815 eV